Record 1
DFT (the ωB97M-V functional and the def2-TZVPD basis) results for a structure of composition C10H16Cl2N2Ti.

The LUMO energy (alpha / beta) is -0.199 / -0.199 eV. For the largest force on an atom, the calculation gives 4.4 eV/A. Its multiplicity is 1. For the gap between HOMO and LUMO (alpha / beta), the calculation gives 0.260 / 0.260 Eh.

XYZ file:
```
31
C10H16Cl2N2Ti, DFT the ωB97M-V functional and the def2-TZVPD basis
Ti -0.82 0.98 0.44
Cl -1.89 -0.53 1.61
Cl -1.90 2.82 -0.02
C -0.11 0.13 -1.27
H 0.59 -0.65 -1.54
H -0.51 0.73 -2.11
C 2.37 -2.02 -1.00
C 2.28 -1.79 -2.35
H 3.24 -1.70 -0.42
C 1.14 -2.26 -3.20
H 3.09 -1.28 -2.88
C -0.05 -2.85 -2.40
H 0.79 -1.45 -3.85
H 1.49 -3.06 -3.88
C 0.40 -3.56 -1.12
H -0.75 -2.05 -2.15
H -0.57 -3.57 -3.04
C 1.24 -2.62 -0.23
H -0.47 -3.93 -0.57
H 1.01 -4.43 -1.39
H 0.58 -1.83 0.15
H 1.61 -3.17 0.65
N 1.87 1.66 0.51
C 3.08 1.61 1.08
C 2.90 1.26 2.42
C 1.53 1.08 2.60
N 0.89 1.31 1.41
H 1.65 1.80 -0.47
H 3.98 1.84 0.52
H 3.67 1.15 3.16
H 0.97 0.79 3.48
```


Record 2
DFT (the ωB97M-V functional and the def2-TZVPD basis) results for a structure of composition C10H16Cl2N4RhSe3Te.

The LUMO energy is 2.234 eV. For the largest force on an atom, the calculation gives 1.3 eV/A. Its multiplicity is 1. As for the total charge: -1. For the gap between HOMO and LUMO, the calculation gives 0.202 Eh.

XYZ file:
```
37
C10H16Cl2N4RhSe3Te, DFT the ωB97M-V functional and the def2-TZVPD basis
Rh 1.11 0.63 -0.28
N -0.10 0.22 1.46
C -0.23 -1.22 1.72
C -0.23 -1.97 0.41
N 0.93 -1.64 -0.43
C 2.24 -2.24 -0.13
C 3.00 -1.47 0.94
N 2.98 -0.04 0.63
H 0.06 0.77 2.29
H -0.97 0.56 1.05
H -1.16 -1.44 2.25
H 0.59 -1.54 2.37
H -1.10 -1.65 -0.16
H -0.31 -3.05 0.60
H 0.70 -1.76 -1.41
H 2.82 -2.22 -1.05
H 2.14 -3.29 0.18
H 4.02 -1.86 1.00
H 2.54 -1.62 1.92
H 3.72 0.18 -0.05
H 3.20 0.53 1.43
Se 1.85 2.91 -0.44
Se 3.81 3.14 0.63
Te 4.53 0.68 -2.43
Se 2.14 1.35 -2.32
Cl -1.24 3.11 0.81
C -2.31 2.05 -0.12
C -3.65 2.35 0.02
C -4.64 1.67 -0.67
C -4.21 0.65 -1.53
C -2.89 0.36 -1.67
Cl -2.47 -0.97 -2.75
C -1.76 1.04 -1.02
N -0.56 0.64 -1.32
H -3.91 3.16 0.69
H -5.68 1.92 -0.56
H -4.93 0.07 -2.09
```


Record 3
DFT (the ωB97M-V functional and the def2-TZVPD basis) results for a cluster of 4 separate species, C10H16Cl4O6 in total.

The LUMO energy (alpha / beta) is 2.717 / 2.671 eV. For the largest force on an atom, the calculation gives 5.5 eV/A. Its multiplicity is 2. As for the total charge: -1. For the gap between HOMO and LUMO (alpha / beta), the calculation gives 0.080 / 0.383 Eh.

XYZ file:
```
36
C10H16Cl4O6, DFT the ωB97M-V functional and the def2-TZVPD basis
C -1.50 3.76 -0.10
C -0.30 4.59 -0.71
O 0.76 4.41 0.18
C 0.30 4.05 1.37
O 0.96 4.03 2.40
O -1.01 3.62 1.20
H -1.60 2.80 -0.61
H -2.41 4.34 -0.22
H -0.57 5.65 -0.77
H 0.04 4.13 -1.64
C -1.05 -0.30 2.38
C 0.03 0.52 3.00
O 0.98 0.74 2.03
C 0.54 0.26 0.86
O 1.13 0.44 -0.26
O -0.61 -0.29 0.99
H -1.96 0.29 2.50
H -1.20 -1.27 2.84
H 0.46 -0.01 3.85
H -0.34 1.46 3.41
Cl -0.47 -2.07 -3.91
C -0.65 -1.22 -2.34
C -1.60 -0.03 -2.29
Cl -0.73 1.37 -3.02
H 0.37 -0.88 -2.17
H -0.83 -2.03 -1.63
H -1.81 0.17 -1.24
H -2.57 -0.12 -2.80
Cl 2.16 -2.75 -1.02
C 1.39 -4.34 -0.69
C 2.31 -5.31 0.02
Cl 3.57 -5.98 -1.08
H 1.08 -4.73 -1.66
H 0.49 -4.19 -0.09
H 1.80 -6.20 0.39
H 2.87 -4.93 0.87
```


Record 4
DFT (the ωB97M-V functional and the def2-TZVPD basis) results for a cluster of 2 separate species, C10H16N2O in total.

The LUMO energy is 0.785 eV. For the largest force on an atom, the calculation gives 3.8 eV/A. Its multiplicity is 1. For the gap between HOMO and LUMO, the calculation gives 0.322 Eh.

XYZ file:
```
29
C10H16N2O, DFT the ωB97M-V functional and the def2-TZVPD basis
C 3.69 1.73 -0.46
C 4.23 0.69 0.20
C 2.24 -0.06 -0.67
C -0.95 0.20 1.05
C -2.43 0.51 1.41
C -1.24 -0.12 -0.19
C -2.75 -0.02 -0.02
C -3.47 1.01 -0.83
C -3.36 -1.40 0.02
C 3.48 -1.73 0.59
N 2.49 1.28 -0.99
N 3.25 -0.36 0.12
O -0.62 -0.57 -1.28
H 3.98 2.63 -0.97
H 5.19 0.52 0.57
H 1.84 1.75 -1.59
H 0.09 0.34 1.36
H -2.92 -0.19 2.28
H -2.64 1.69 1.51
H -2.86 1.90 -0.85
H -4.42 1.28 -0.53
H -3.51 0.63 -1.92
H -2.81 -1.80 0.81
H -3.08 -1.92 -0.91
H -4.38 -1.25 0.07
H 2.90 -1.69 1.51
H 3.17 -2.56 0.03
H 4.49 -1.88 0.94
H 0.39 -0.59 -1.23
```


Among the records above, which one has the highest multiplicity?
C10H16Cl4O6


What is the multiplicity in the third record?
2